Record 1
67
Properties=species:S:1:pos:R:3 method="wB97M-V/def2-TZVPD" s_squared=0.815 e_tot_ev=-144387.2234 lumo_energy_ev="-10.8 / -10.8" multiplicity=2 largest_force_ev_per_a=1.9 gap_ev="5.69 / 5.66" charge=+3 homo_energy_ev="-16.5 / -16.5"
Ti -0.42 -0.07 0.35
N -1.56 -1.48 1.56
C -0.75 -2.41 2.39
C -1.29 -2.88 3.57
C -0.57 -3.81 4.31
C 0.67 -4.26 3.87
C 1.20 -3.76 2.69
C 0.51 -2.82 1.95
P 1.20 -2.03 0.48
C 2.72 -2.83 -0.02
C 3.96 -2.42 0.45
C 5.10 -3.13 0.09
C 4.98 -4.25 -0.73
C 3.74 -4.66 -1.20
C 2.60 -3.95 -0.86
C 1.74 -0.38 1.14
C 1.84 0.63 0.23
C 2.04 2.07 0.63
C 2.15 2.31 2.17
C 2.13 1.11 3.03
C 1.86 -0.12 2.57
H -2.31 -1.10 2.13
H -2.04 -2.04 0.85
H -2.27 -2.56 3.90
H -0.99 -4.19 5.24
H 1.21 -5.00 4.45
H 2.18 -4.10 2.36
H 4.07 -1.56 1.11
H 6.07 -2.82 0.45
H 5.87 -4.80 -1.01
H 3.66 -5.52 -1.85
H 1.64 -4.27 -1.23
H 1.86 0.39 -0.84
H 2.86 2.50 0.06
H 2.98 2.95 2.45
H 2.32 1.24 4.09
H 1.81 -0.97 3.25
C -0.85 1.21 -4.64
N -1.99 1.41 -3.73
C -2.26 0.77 -2.60
Se -1.23 -0.66 -1.89
N -3.41 1.24 -2.10
C -3.94 2.21 -2.96
C -5.10 2.97 -2.91
C -5.29 3.85 -3.95
C -4.36 3.97 -5.00
C -3.21 3.21 -5.05
C -3.03 2.33 -3.99
H -0.34 0.29 -4.37
H -0.17 2.06 -4.57
H -1.23 1.12 -5.65
H -3.88 0.83 -1.31
H -5.83 2.87 -2.11
H -6.19 4.46 -3.97
H -4.56 4.67 -5.80
H -2.50 3.31 -5.86
I -0.41 3.06 4.88
C -0.33 2.64 2.91
C 0.80 3.17 2.11
C 0.72 2.90 0.57
C -0.49 2.11 0.13
N -1.33 1.57 1.00
C -1.25 1.79 2.37
H 0.99 4.21 2.37
H 0.81 3.80 -0.04
H -0.89 2.28 -0.87
H -2.02 1.33 2.97



Record 2
70
Properties=species:S:1:pos:R:3 method="wB97M-V/def2-TZVPD" e_tot_ev=-66616.7234 lumo_energy_ev=4.2 largest_force_ev_per_a=0.6 gap_ev=5.28 charge=-2 homo_energy_ev=-1.0
K -0.12 0.18 0.04
C 4.98 -1.10 -3.05
O 3.63 -0.77 -2.92
C 2.72 -1.74 -3.27
C 3.01 -2.73 -4.18
C 2.06 -3.72 -4.50
C 0.83 -3.67 -3.87
C 0.50 -2.67 -2.94
C -0.81 -2.77 -2.32
N -1.34 -1.97 -1.47
N -2.61 -2.37 -1.06
C -2.82 -2.05 0.20
O -2.01 -1.53 1.02
C -4.23 -2.32 0.67
C -4.60 -1.91 1.95
C -5.90 -2.08 2.41
C -6.85 -2.68 1.59
C -6.49 -3.10 0.32
C -5.20 -2.92 -0.14
C 1.44 -1.63 -2.61
O 1.19 -0.68 -1.82
H 5.53 -0.40 -2.44
H 5.18 -2.12 -2.70
H 5.33 -1.02 -4.09
H 3.98 -2.76 -4.66
H 2.30 -4.50 -5.21
H 0.09 -4.43 -4.08
H -1.39 -3.66 -2.61
H -3.84 -1.43 2.56
H -6.17 -1.74 3.40
H -7.87 -2.81 1.95
H -7.23 -3.56 -0.33
H -4.89 -3.23 -1.13
O 0.73 4.21 2.68
C 0.31 3.10 2.29
O 0.94 2.05 2.04
C -1.23 2.99 2.15
C -2.03 3.67 3.10
C -3.38 3.52 3.07
C -3.96 2.70 2.08
C -5.35 2.45 2.00
C -5.85 1.63 1.03
C -4.99 1.02 0.10
C -3.64 1.24 0.15
C -3.09 2.09 1.14
N -1.74 2.25 1.20
H -1.52 4.30 3.82
H -4.02 4.01 3.80
H -6.01 2.92 2.72
H -6.92 1.42 0.98
H -5.39 0.33 -0.64
H -2.98 0.75 -0.55
N 2.00 2.43 -1.12
C 3.06 2.17 -0.74
N 4.16 1.78 -0.07
C 3.87 1.51 1.36
C 5.18 1.32 2.11
C 6.22 0.65 1.22
C 6.59 1.56 0.04
C 5.41 2.47 -0.33
H 3.26 0.61 1.39
H 3.26 2.31 1.79
H 4.99 0.73 3.01
H 5.57 2.29 2.45
H 5.81 -0.29 0.84
H 7.12 0.39 1.79
H 6.88 0.96 -0.82
H 7.45 2.18 0.30
H 5.44 2.75 -1.38
H 5.46 3.41 0.25



Record 3
71
Properties=species:S:1:pos:R:3 method="wB97M-V/def2-TZVPD" e_tot_ev=-156893.8246 lumo_energy_ev=-7.4 largest_force_ev_per_a=6.6 gap_ev=3.79 charge=+2 homo_energy_ev=-11.2
Ga -8.51 -4.42 18.35
Cl -12.64 -3.32 24.07
C -11.72 -2.98 22.63
C -12.26 -2.23 21.52
C -11.68 -2.31 20.25
Cl -12.22 -1.44 18.85
C -10.58 -3.27 20.04
O -10.05 -3.29 18.85
C -10.03 -3.99 21.10
C -8.98 -4.89 21.10
O -8.17 -5.07 20.01
C -10.52 -3.69 22.39
H -13.18 -1.74 21.62
H -8.62 -5.32 22.08
H -9.95 -4.04 23.28
C -5.71 -3.14 19.53
C -4.21 -3.49 19.33
S -3.11 -2.23 19.91
C -3.66 -1.01 18.70
C -3.18 -1.23 17.24
S -4.67 -1.25 16.26
C -5.07 -2.99 15.93
C -6.16 -3.71 16.75
S -6.81 -2.78 18.17
H -5.70 -2.26 20.12
H -6.16 -3.92 20.16
H -4.01 -3.83 18.27
H -4.02 -4.41 19.92
H -3.38 0.04 18.97
H -4.76 -1.02 18.73
H -2.55 -2.21 17.08
H -2.61 -0.34 16.96
H -4.13 -3.54 15.99
H -5.42 -3.01 14.92
H -5.85 -4.73 17.05
H -7.00 -3.81 16.02
N -12.12 -5.98 13.55
C -11.38 -6.39 14.40
C -10.62 -6.69 15.55
C -10.44 -8.00 16.04
C -9.79 -8.24 17.24
C -9.22 -7.16 17.87
N -9.30 -5.89 17.38
C -10.01 -5.64 16.18
H -10.86 -8.82 15.49
H -9.64 -9.22 17.68
H -8.60 -7.27 18.73
H -10.04 -4.64 15.70
Te -9.24 1.00 11.79
C -8.05 -0.33 10.64
C -7.13 -1.22 11.14
C -6.29 -1.94 10.31
C -6.44 -1.95 8.94
C -7.39 -1.02 8.37
C -8.14 -0.21 9.20
C -10.85 -0.37 12.11
C -11.80 -0.86 11.15
C -12.74 -1.82 11.51
C -12.68 -2.29 12.86
C -11.74 -1.90 13.78
C -10.79 -0.93 13.35
H -7.04 -1.32 12.27
H -5.43 -2.42 10.77
H -5.83 -2.56 8.21
H -7.64 -0.98 7.34
H -8.88 0.55 8.86
H -11.79 -0.30 10.24
H -13.50 -2.21 10.77
H -13.38 -3.11 13.22
H -11.66 -2.28 14.84
H -10.18 -0.49 14.15



Record 4
71
Properties=species:S:1:pos:R:3 method="wB97M-V/def2-TZVPD" e_tot_ev=-85553.4286 lumo_energy_ev=4.6 largest_force_ev_per_a=0.6 gap_ev=4.89 charge=-2 homo_energy_ev=-0.3
Pd 0.50 0.00 -0.77
C 0.98 -2.18 1.65
C -0.16 -2.80 0.84
P -0.53 -1.98 -0.80
C -2.37 -2.25 -0.78
C -3.00 -3.49 -0.70
C -4.38 -3.59 -0.62
C -5.16 -2.44 -0.62
C -4.55 -1.20 -0.70
C -3.17 -1.10 -0.79
C -0.06 -3.34 -1.95
C 1.14 -4.02 -1.78
C 1.56 -4.98 -2.71
C 0.78 -5.26 -3.82
C -0.40 -4.56 -4.02
C -0.81 -3.61 -3.10
C 0.53 -0.96 2.47
P 0.60 0.62 1.50
C -0.22 1.73 2.75
C -1.41 1.34 3.38
C -2.10 2.19 4.23
C -1.63 3.47 4.47
C -0.46 3.89 3.84
C 0.22 3.03 2.99
C 2.35 1.16 1.84
C 3.05 1.74 0.79
C 4.36 2.18 0.99
C 4.97 2.05 2.23
C 4.27 1.47 3.28
C 2.97 1.03 3.08
H 1.82 -1.92 0.99
H 1.36 -2.94 2.35
H -1.09 -2.73 1.41
H 0.01 -3.87 0.67
H -2.39 -4.39 -0.70
H -4.85 -4.57 -0.56
H -6.24 -2.52 -0.56
H -5.15 -0.30 -0.71
H -2.67 -0.14 -0.87
H 1.80 -3.77 -0.96
H 2.51 -5.48 -2.57
H 1.11 -6.00 -4.55
H -1.01 -4.75 -4.90
H -1.72 -3.05 -3.28
H 1.09 -0.86 3.40
H -0.51 -1.10 2.75
H -1.83 0.36 3.18
H -3.02 1.85 4.70
H -2.16 4.14 5.14
H -0.09 4.89 3.99
H 1.12 3.38 2.50
H 2.57 1.84 -0.18
H 4.90 2.62 0.16
H 5.99 2.39 2.37
H 4.74 1.35 4.26
H 2.42 0.59 3.91
C 0.45 4.70 -2.14
C 0.16 3.18 -2.30
O 0.49 2.50 -1.21
C -1.36 3.04 -2.60
F -1.78 3.71 -3.71
F -1.77 1.78 -2.76
F -2.08 3.55 -1.58
C 0.97 2.69 -3.53
F 2.29 2.79 -3.28
F 0.72 1.42 -3.86
F 0.76 3.42 -4.67
H -0.06 5.03 -1.23
H 0.14 5.32 -2.98
H 1.52 4.81 -1.98
Cl 2.98 -1.10 -1.30



Record 5
70
Properties=species:S:1:pos:R:3 method="wB97M-V/def2-TZVPD" s_squared=8.758 e_tot_ev=-111626.0554 lumo_energy_ev="-5.0 / -5.7" multiplicity=6 largest_force_ev_per_a=0.6 gap_ev="8.53 / 7.82" charge=+2 homo_energy_ev="-13.5 / -13.5"
Mn -0.17 0.01 0.09
C 1.82 -2.94 -0.55
N 1.21 -2.15 -1.65
P -0.52 -2.07 -1.46
C -1.20 -1.60 -3.06
C -2.36 -0.84 -3.06
C -3.01 -0.55 -4.26
C -2.49 -1.04 -5.45
C -1.35 -1.82 -5.45
C -0.70 -2.11 -4.26
C -1.06 -3.77 -1.23
C -0.44 -4.85 -1.86
C -0.99 -6.11 -1.76
C -2.17 -6.30 -1.04
C -2.79 -5.23 -0.42
C -2.23 -3.96 -0.51
P 1.85 -0.52 -1.50
C 3.63 -0.68 -1.53
C 4.28 -1.67 -2.27
C 5.67 -1.67 -2.34
C 6.40 -0.68 -1.69
C 5.75 0.30 -0.96
C 4.37 0.30 -0.87
C 1.45 0.33 -3.05
C 1.86 -0.18 -4.29
C 1.65 0.56 -5.44
C 1.06 1.82 -5.36
C 0.68 2.34 -4.14
C 0.88 1.59 -2.98
H 1.27 -3.86 -0.38
H 1.86 -2.36 0.39
H 2.85 -3.20 -0.79
H -2.79 -0.49 -2.13
H -3.92 0.03 -4.26
H -3.00 -0.83 -6.38
H -0.96 -2.22 -6.38
H 0.19 -2.73 -4.25
H 0.46 -4.70 -2.44
H -0.52 -6.95 -2.25
H -2.60 -7.29 -0.97
H -3.70 -5.38 0.14
H -2.72 -3.13 -0.02
H 3.71 -2.43 -2.79
H 6.18 -2.43 -2.91
H 7.47 -0.69 -1.75
H 6.32 1.07 -0.45
H 3.86 1.07 -0.30
H 2.34 -1.14 -4.34
H 1.97 0.17 -6.40
H 0.92 2.40 -6.27
H 0.25 3.33 -4.07
H 0.63 2.03 -2.02
N 0.74 -1.82 3.08
C 0.15 -0.62 3.20
N -0.27 0.11 2.18
C -0.87 1.29 2.63
C -0.87 1.46 3.96
S -0.12 0.11 4.74
C -1.43 2.17 1.60
C -2.01 3.37 1.76
S -2.56 3.99 0.25
C -1.97 2.57 -0.54
N -1.39 1.70 0.28
N -2.08 2.41 -1.86
H 0.61 -2.33 2.22
H 0.96 -2.36 3.89
H -1.26 2.28 4.54
H -2.16 3.93 2.67
H -2.59 3.07 -2.42
H -1.75 1.57 -2.32



Record 6
82
Properties=species:S:1:pos:R:3 method="wB97M-V/def2-TZVPD" e_tot_ev=-200240.1141 lumo_energy_ev="2.1 / 2.1" largest_force_ev_per_a=0.5 gap_ev="6.60 / 6.60" charge=-1 homo_energy_ev="-4.5 / -4.5"
W -0.69 0.20 0.93
N -0.79 -4.39 1.49
C -0.57 -3.03 1.47
S -1.90 -1.95 1.53
N 0.66 -2.62 1.38
N 0.74 -1.25 1.50
C 1.89 -0.80 1.96
C 3.13 -1.61 2.03
C 4.17 -1.28 1.17
C 5.36 -1.99 1.21
C 5.52 -3.03 2.12
C 4.49 -3.35 2.99
C 3.30 -2.65 2.94
C 1.80 0.51 2.50
C 2.82 1.14 3.23
C 2.55 2.32 3.87
C 1.26 2.85 3.79
C 0.31 2.22 3.04
N 0.56 1.06 2.39
H -1.68 -4.67 1.87
H 0.00 -4.93 1.81
H 4.03 -0.47 0.46
H 6.16 -1.73 0.53
H 6.46 -3.58 2.16
H 4.61 -4.16 3.70
H 2.48 -2.90 3.61
H 3.80 0.68 3.26
H 3.32 2.83 4.43
H 1.00 3.78 4.28
H -0.69 2.61 2.92
O 3.21 1.42 -0.97
S 1.95 1.92 -0.48
O 2.00 2.85 0.60
O 1.04 0.73 -0.23
C 1.15 2.70 -1.87
C 1.84 2.68 -3.07
C 1.26 3.17 -4.23
C -0.04 3.66 -4.19
C -0.72 3.70 -2.98
C -0.14 3.24 -1.81
S -1.10 3.51 -0.32
O -0.59 4.73 0.25
O -2.47 3.53 -0.77
O -0.82 2.35 0.57
H 2.84 2.26 -3.08
H 1.81 3.14 -5.16
H -0.51 4.03 -5.09
H -1.73 4.09 -2.93
Cl -6.50 3.05 3.16
C -5.33 2.28 2.15
C -5.60 2.06 0.80
Cl -7.10 2.57 0.12
C -4.65 1.43 -0.01
Cl -4.92 1.21 -1.70
C -3.44 1.04 0.53
O -2.45 0.46 -0.14
C -3.18 1.24 1.89
O -2.01 0.77 2.32
C -4.11 1.87 2.70
Cl -3.73 2.12 4.36
C -1.06 -4.21 -1.85
C -0.03 -3.09 -1.80
As -0.73 -1.27 -1.48
C -2.48 -1.37 -2.35
C -3.65 -2.02 -1.61
C 0.16 -0.36 -2.97
C 1.65 -0.64 -3.13
H -0.56 -5.17 -1.99
H -1.76 -4.07 -2.67
H -1.63 -4.28 -0.92
H 0.47 -3.02 -2.77
H 0.74 -3.29 -1.05
H -2.30 -1.87 -3.30
H -2.72 -0.33 -2.56
H -3.48 -3.08 -1.42
H -4.55 -1.92 -2.21
H -3.83 -1.53 -0.66
H -0.02 0.71 -2.83
H -0.38 -0.66 -3.87
H 2.20 -0.45 -2.21
H 2.07 -0.01 -3.91
H 1.83 -1.68 -3.43